(1)
ORCA calculation (wB97M-V/def2-TZVPD) on C4H9NO in the gas phase.

Each line ends with the Mulliken charge.
Geometry (Å):
O -0.64325 -1.64019 -0.25520  -0.6600
N -1.93257 0.42049 0.40440  -0.6746
C 1.84231 -0.45124 0.31336  -1.2219
C -0.18483 0.86788 -1.23937  -1.1111
C -0.68066 0.08241 -0.16949  1.3297
C 0.52891 0.17888 0.59745  -0.2833
H 0.43175 0.62824 1.58353  0.3164
H 1.85953 -0.91130 -0.67046  0.3167
H 2.02904 -1.22970 1.05744  0.3234
H -2.18083 1.39356 0.29715  0.2272
H -2.01697 0.13381 1.37013  0.2371
H 2.65211 0.27975 0.39875  0.3714
H 0.65575 0.56497 -1.84020  0.2927
H -0.80660 1.64218 -1.66814  0.2812
H -1.55369 -1.95973 -0.17933  0.2553

## Properties
Charge: 0
LUMO level (alpha / beta) (eV): 0.473 / 0.472
Energy relative to the best compared isomer or geometry (same formula, charge and spin) (kcal/mol): 104.98
HOMO-LUMO gap (alpha / beta) (eV): 8.60 / 8.60

(2)
ORCA calculation (wB97M-V/def2-TZVPD) on C4H9NO in the gas phase.

Each line ends with the Mulliken charge.
Geometry (Å):
O 2.50529 0.12862 0.43829  -0.5727
N -0.50056 0.05559 0.48267  -0.1341
C 0.34073 -1.05480 0.03935  -0.5958
C -1.91996 0.00608 0.25866  -0.9556
C 0.29364 0.98891 -0.33181  -0.6652
C 1.41672 -0.04753 -0.42065  0.0210
H -0.13789 1.25356 -1.30973  0.2919
H -0.09948 -1.60130 -0.80667  0.2928
H 0.40568 1.86359 0.32166  0.3136
H 2.13380 0.38898 1.29191  0.3479
H 1.84078 -0.21749 -1.41068  0.3880
H -2.37167 -0.77026 0.88378  0.3027
H -2.37161 0.96716 0.53286  0.3008
H -2.17097 -0.20708 -0.79695  0.3732
H 0.63549 -1.75403 0.82731  0.2915

## Properties
Charge: 0
SMILES: CN1CC(O)C1
LUMO level (eV): 1.088
Energy relative to the best compared isomer or geometry (same formula, charge and spin) (kcal/mol): 51.99
HOMO-LUMO gap (eV): 9.85

(3)
ORCA calculation (wB97M-V/def2-TZVPD) on 2 unconnected molecules or ions with the total composition C4H9NO.

Each line ends with the Mulliken charge.
Geometry (Å):
O 1.08585 1.00599 -1.24460  -0.5692
N 1.82330 -0.32646 0.41268  -0.4893
C -1.74250 0.51448 0.30783  -1.1072
C -0.02283 -1.30103 0.21768  -0.4066
C -0.89042 -0.47291 -0.45753  -0.1915
C 1.80516 0.82032 -0.17837  0.0634
H -1.13364 1.07703 1.02841  0.2815
H 0.41569 -2.15888 -0.28114  0.2544
H -2.53401 0.00566 0.87167  0.3135
H 2.36551 1.69066 0.20252  0.3537
H -1.26310 -0.83693 -1.41494  0.4381
H -2.22331 1.24450 -0.35090  0.3199
H -0.02801 -1.36296 1.30280  0.2431
H 0.18118 0.34613 -1.06694  0.2893
H 2.27840 -0.29029 1.31980  0.2068

## Properties
Charge: 0
SMILES: [H]/N=C/O.C=CC
LUMO level (eV): 0.989
Energy relative to the best compared isomer or geometry (same formula, charge and spin) (kcal/mol): 73.65
HOMO-LUMO gap (eV): 9.19

- Look up the energy relative to the best compared isomer or geometry (same formula, charge and spin) of the third one.
  73.65 kcal/mol

- Which value of energy relative to the best compared isomer or geometry (same formula, charge and spin) does entry 2 give?
  51.99 kcal/mol

- What is the formula in the second record?
  C4H9NO